# C25H40BO7

5 unconnected molecules or ions with the total composition C25H40BO7 (the ωB97M-V functional and the def2-TZVPD basis, the OMol25 dataset).

Element x y z (Å)
C  -1.069  1.703  1.094
C  -0.008  1.141  1.053
C  1.263  0.412  0.915
C  1.396  -0.797  1.852
O  0.961  -0.288  3.144
O  0.628  -1.903  1.555
B  1.225  -2.990  2.421
O  2.521  -2.460  2.992
C  2.799  -1.336  2.208
C  3.823  -1.589  1.062
C  3.276  -1.570  -0.349
C  2.254  -2.413  -0.781
C  1.775  -2.381  -2.086
C  2.316  -1.511  -3.031
C  3.347  -0.670  -2.610
C  3.827  -0.685  -1.299
C  4.967  0.266  -0.977
H  -1.945  2.292  0.981
H  2.081  1.104  1.130
H  1.377  0.096  -0.126
H  0.007  -0.395  3.182
H  0.510  -3.482  3.277
H  1.578  -3.892  1.625
H  3.247  -0.562  2.849
H  4.234  -2.589  1.241
H  4.652  -0.899  1.197
H  1.809  -3.124  -0.094
H  0.981  -3.059  -2.375
H  1.955  -1.489  -4.050
H  3.786  0.003  -3.341
H  4.747  0.799  -0.050
H  5.065  1.019  -1.760
H  5.919  -0.259  -0.870
C  -3.811  -2.616  -0.991
C  -2.492  -3.355  -0.925
O  -1.932  -3.711  -1.940
C  -1.927  -3.616  0.443
H  -4.109  -2.492  -2.031
H  -4.582  -3.183  -0.465
H  -3.707  -1.633  -0.530
H  -2.621  -4.227  1.022
H  -1.749  -2.669  0.957
H  -0.987  -4.141  0.356
C  -1.195  6.736  -0.232
C  -0.623  5.654  0.654
O  -0.226  4.608  0.199
C  -0.573  5.931  2.139
H  -1.170  6.406  -1.265
H  -2.228  6.945  0.048
H  -0.605  7.650  -0.140
H  -1.580  6.107  2.521
H  0.046  6.809  2.334
H  -0.144  5.072  2.651
C  -3.673  6.490  -3.544
C  -3.592  7.943  -3.141
O  -2.769  8.334  -2.347
C  -4.587  8.886  -3.775
H  -2.908  5.923  -3.019
H  -4.653  6.085  -3.286
H  -3.513  6.391  -4.619
H  -5.604  8.579  -3.527
H  -4.463  8.885  -4.859
H  -4.419  9.894  -3.401
C  -0.223  -7.472  3.321
C  -0.144  -7.088  1.862
O  -0.624  -6.061  1.457
C  0.573  -8.045  0.937
H  -0.755  -6.697  3.867
H  -0.757  -8.420  3.431
H  0.781  -7.570  3.736
H  0.074  -9.016  0.944
H  1.609  -8.166  1.256
H  0.559  -7.644  -0.074

## Properties
**Orbital gap**: 5.9 eV
**E_HOMO**: -3.9 eV
**Charge**: -1
**Total energy**: -1528.14098 Eh
**LUMO energy**: 1.99 eV

Need the Mulliken charges? In units of e they are: number 1, C, carries -0.26; number 2, C, carries -1.05; number 3, C, carries 0.37; number 4, C, carries 0.40; number 5, O, carries -0.68; number 6, O, carries -0.42; number 7, B, carries 1.07; number 8, O, carries -0.82; number 9, C, carries 0.18; number 10, C, carries -1.31; number 11, C, carries 0.21; number 12, C, carries -0.02; number 13, C, carries -0.89; number 14, C, carries -0.69; number 15, C, carries -0.82; number 16, C, carries 1.47; number 17, C, carries -1.70; number 18, H, carries 0.49; number 19, H, carries 0.38; number 20, H, carries -0.18; number 21, H, carries 0.38; number 22, H, carries -0.41; number 23, H, carries -0.35; number 24, H, carries 0.39; number 25, H, carries 0.39; number 26, H, carries 0.31; number 27, H, carries 0.34; number 28, H, carries 0.50; number 29, H, carries 0.41; number 30, H, carries 0.29; number 31, H, carries 0.34; number 32, H, carries 0.39; number 33, H, carries 0.32; number 34, C, carries -1.18; number 35, C, carries 0.87; number 36, O, carries -0.59; number 37, C, carries -0.71; number 38, H, carries 0.33; number 39, H, carries 0.33; number 40, H, carries 0.27; number 41, H, carries 0.43; number 42, H, carries 0.18; number 43, H, carries 0.13; number 44, C, carries -0.92; number 45, C, carries 0.73; number 46, O, carries -0.48; number 47, C, carries -1.12; number 48, H, carries 0.17; number 49, H, carries 0.32; number 50, H, carries 0.34; number 51, H, carries 0.32; number 52, H, carries 0.34; number 53, H, carries 0.29; number 54, C, carries -0.97; number 55, C, carries 0.86; number 56, O, carries -0.51; number 57, C, carries -1.16; number 58, H, carries 0.21; number 59, H, carries 0.31; number 60, H, carries 0.32; number 61, H, carries 0.32; number 62, H, carries 0.33; number 63, H, carries 0.30; number 64, C, carries -1.21; number 65, C, carries 0.79; number 66, O, carries -0.44; number 67, C, carries -1.19; number 68, H, carries 0.27; number 69, H, carries 0.39; number 70, H, carries 0.33; number 71, H, carries 0.35; number 72, H, carries 0.33; number 73, H, carries 0.29


# C25H40BrCaCl3N3O3Si

A molecular structure, C25H40BrCaCl3N3O3Si (the ωB97M-V functional and the def2-TZVPD basis, the OMol25 dataset).

Element x y z (Å)
C  3.121  2.453  -2.966
C  1.739  1.853  -3.174
H  3.418  3.094  -3.805
H  3.855  1.649  -2.888
H  3.150  3.045  -2.048
C  1.127  1.942  -4.428
C  1.802  2.227  -5.730
H  0.047  2.059  -4.443
H  2.761  1.711  -5.890
H  1.985  3.307  -5.864
H  1.146  1.924  -6.559
Ca  -0.660  -1.338  1.773
Cl  -0.078  1.374  2.110
Cl  0.303  -3.681  2.325
H  -1.475  -2.093  7.490
H  -0.112  0.044  7.965
C  -0.850  -2.255  6.607
C  0.470  -0.213  7.065
N  -0.358  -0.971  6.133
H  -1.432  -2.732  5.819
C  -0.593  -0.536  4.892
O  -1.222  -1.198  4.031
H  0.795  0.711  6.569
H  -0.187  0.461  4.642
H  -0.007  -2.896  6.881
H  1.353  -0.804  7.363
H  1.777  -2.632  -2.129
H  0.225  -1.256  -4.391
C  0.854  -3.225  -2.189
C  -0.315  -2.168  -4.108
N  -0.241  -2.396  -2.671
H  0.614  -3.648  -1.207
C  -1.178  -1.907  -1.840
O  -1.189  -2.042  -0.602
H  -1.362  -2.079  -4.415
H  -1.975  -1.352  -2.367
H  1.026  -4.008  -2.934
H  0.151  -3.009  -4.625
O  1.544  0.636  -2.264
C  0.798  1.738  -1.871
C  -1.443  1.044  -2.906
C  -0.684  1.750  -1.957
H  -0.935  0.360  -3.590
C  -2.824  1.237  -3.016
H  1.234  2.177  -0.969
C  -1.405  2.559  -1.051
H  -3.382  0.716  -3.782
C  -3.503  2.117  -2.184
C  -2.781  2.781  -1.182
H  -0.877  3.017  -0.219
H  -4.577  2.264  -2.283
H  -3.293  3.472  -0.516
Si  3.308  -0.694  0.954
Cl  1.261  -0.875  0.086
C  3.657  -2.429  1.582
C  3.125  0.360  2.491
C  4.598  -0.120  -0.228
H  2.745  -2.951  1.914
H  4.342  -2.369  2.440
H  4.139  -3.056  0.823
H  4.659  -0.776  -1.106
H  5.560  -0.165  0.310
H  4.422  0.915  -0.548
H  2.283  1.064  2.415
H  4.044  0.936  2.669
H  2.939  -0.264  3.378
Br  -5.983  -0.543  -1.477
C  -4.956  -0.040  0.026
C  -5.247  1.127  0.727
C  -4.374  1.551  1.730
C  -3.282  0.742  2.038
N  -3.020  -0.389  1.380
C  -3.825  -0.795  0.390
H  -6.121  1.702  0.456
H  -4.493  2.482  2.272
H  -2.559  1.023  2.809
H  -3.580  -1.719  -0.129

## Properties
**Orbital gap**: 3.6 eV
**E_HOMO**: -1.4 eV
**Charge**: -1
**Total energy**: -6288.51817 Eh
**Relative energy (zero: lowest compared OMol25 entry of this formula, charge and spin)**: 63.7 kcal per mole
**LUMO energy**: 2.18 eV

Need the Mulliken charges? In units of e they are: number 1, C, carries -1.60; number 2, C, carries 1.26; number 3, H, carries 0.40; number 4, H, carries 0.19; number 5, H, carries 0.30; number 6, C, carries -0.42; number 7, C, carries -1.74; number 8, H, carries 0.40; number 9, H, carries 0.30; number 10, H, carries 0.30; number 11, H, carries 0.38; number 12, Ca, carries 1.20; number 13, Cl, carries -0.66; number 14, Cl, carries -0.75; number 15, H, carries 0.33; number 16, H, carries 0.32; number 17, C, carries -0.92; number 18, C, carries -0.89; number 19, N, carries 0.16; number 20, H, carries 0.24; number 21, C, carries 0.45; number 22, O, carries -0.75; number 23, H, carries 0.27; number 24, H, carries 0.19; number 25, H, carries 0.31; number 26, H, carries 0.31; number 27, H, carries 0.22; number 28, H, carries 0.27; number 29, C, carries -0.96; number 30, C, carries -1.05; number 31, N, carries 0.42; number 32, H, carries 0.27; number 33, C, carries -0.18; number 34, O, carries -0.58; number 35, H, carries 0.35; number 36, H, carries 0.46; number 37, H, carries 0.41; number 38, H, carries 0.35; number 39, O, carries -0.30; number 40, C, carries -1.05; number 41, C, carries -0.01; number 42, C, carries 0.87; number 43, H, carries 1.05; number 44, C, carries -1.12; number 45, H, carries 0.31; number 46, C, carries -0.64; number 47, H, carries 0.38; number 48, C, carries -0.64; number 49, C, carries -0.82; number 50, H, carries 0.31; number 51, H, carries 0.52; number 52, H, carries 0.43; number 53, Si, carries 0.30; number 54, Cl, carries 0.23; number 55, C, carries -0.83; number 56, C, carries -0.95; number 57, C, carries -0.89; number 58, H, carries 0.07; number 59, H, carries 0.34; number 60, H, carries 0.28; number 61, H, carries 0.28; number 62, H, carries 0.42; number 63, H, carries 0.18; number 64, H, carries 0.20; number 65, H, carries 0.41; number 66, H, carries 0.24; number 67, Br, carries -0.14; number 68, C, carries -0.25; number 69, C, carries -0.06; number 70, C, carries -0.95; number 71, C, carries -0.13; number 72, N, carries -0.02; number 73, C, carries -0.42; number 74, H, carries 0.44; number 75, H, carries 0.42; number 76, H, carries 0.34; number 77, H, carries 0.63


# C25H40BrCl3CoN3O3Si

A molecular structure, C25H40BrCl3CoN3O3Si (the ωB97M-V functional and the def2-TZVPD basis, the OMol25 dataset).

Element x y z (Å)
C  -1.226  5.073  -0.513
C  -0.945  4.397  0.800
H  -1.172  6.167  -0.412
H  -2.237  4.829  -0.880
H  -0.510  4.767  -1.286
C  -1.406  4.878  1.962
C  -2.454  5.937  2.074
H  -1.023  4.484  2.909
H  -3.303  5.722  1.402
H  -2.093  6.951  1.835
H  -2.850  5.951  3.100
Co  0.268  0.008  -2.977
Cl  2.122  0.966  -2.486
Cl  -0.837  -1.377  -1.727
H  0.445  -5.257  -1.711
H  1.866  -4.592  -4.629
C  -0.069  -4.475  -2.286
C  1.044  -3.882  -4.429
N  0.883  -3.648  -3.006
H  -0.642  -3.834  -1.606
C  1.829  -2.970  -2.289
O  2.043  -3.127  -1.097
H  1.268  -2.940  -4.954
H  2.387  -2.235  -2.913
H  -0.744  -4.925  -3.020
H  0.114  -4.308  -4.835
H  -3.767  2.293  0.340
H  -3.385  3.058  2.831
C  -4.080  1.311  0.717
C  -3.904  2.113  3.045
N  -3.584  1.095  2.061
H  -3.695  0.525  0.063
C  -2.904  -0.042  2.380
O  -2.672  -0.967  1.603
H  -3.612  1.756  4.039
H  -2.565  -0.055  3.440
H  -5.176  1.292  0.745
H  -4.986  2.305  3.036
O  -1.479  2.263  0.504
C  -0.367  2.974  0.750
C  -0.273  1.918  3.065
C  0.432  2.472  2.001
H  -1.365  1.845  2.955
C  0.369  1.407  4.187
H  0.318  2.912  -0.121
C  1.830  2.542  2.087
H  -0.223  0.927  4.964
C  1.762  1.524  4.295
C  2.486  2.103  3.249
H  2.388  2.936  1.236
H  2.261  1.159  5.189
H  3.570  2.199  3.326
Si  -1.912  0.829  -4.121
Cl  -1.049  1.573  -2.196
C  -3.568  0.030  -3.970
C  -0.556  -0.301  -4.979
C  -2.077  2.390  -5.088
H  -3.672  -0.621  -3.098
H  -3.691  -0.595  -4.862
H  -4.387  0.761  -3.922
H  -3.003  2.917  -4.845
H  -2.087  2.143  -6.156
H  -1.256  3.086  -4.905
H  0.557  -0.367  -4.678
H  -0.598  0.213  -5.954
H  -0.951  -1.308  -5.130
Br  0.084  -2.087  3.745
C  1.177  -1.516  2.302
C  2.575  -1.587  2.410
C  3.348  -1.044  1.383
C  2.671  -0.474  0.291
N  1.362  -0.411  0.210
C  0.603  -0.943  1.148
H  3.014  -2.047  3.290
H  4.436  -1.041  1.376
H  3.220  -0.051  -0.544
H  -0.466  -0.934  0.992

## Properties
**Orbital gap (alpha / beta)**: 8.3 / 6.7 eV
**E_HOMO (alpha / beta)**: -8.1 / -8.1 eV
**Spin multiplicity**: 5
**Charge**: 0
**Total energy**: -6993.42428 Eh
**LUMO energy (alpha / beta)**: 0.16 / -1.38 eV

Need the Mulliken charges? In units of e they are: number 1, C, carries -1.58; number 2, C, carries 0.04; number 3, H, carries 0.43; number 4, H, carries 0.22; number 5, H, carries 0.30; number 6, C, carries 0.15; number 7, C, carries -1.56; number 8, H, carries 0.48; number 9, H, carries 0.32; number 10, H, carries 0.45; number 11, H, carries 0.37; number 12, Co, carries 0.48; number 13, Cl, carries -0.60; number 14, Cl, carries -0.43; number 15, H, carries 0.27; number 16, H, carries 0.30; number 17, C, carries -0.85; number 18, C, carries -0.87; number 19, N, carries 0.42; number 20, H, carries 0.25; number 21, C, carries -0.24; number 22, O, carries -0.60; number 23, H, carries 0.26; number 24, H, carries 0.40; number 25, H, carries 0.31; number 26, H, carries 0.28; number 27, H, carries 0.28; number 28, H, carries 0.22; number 29, C, carries -1.09; number 30, C, carries -0.93; number 31, N, carries 0.31; number 32, H, carries 0.28; number 33, C, carries 0.21; number 34, O, carries -0.57; number 35, H, carries 0.29; number 36, H, carries 0.28; number 37, H, carries 0.37; number 38, H, carries 0.36; number 39, O, carries 0.07; number 40, C, carries 0.11; number 41, C, carries 0.83; number 42, C, carries -0.48; number 43, H, carries 0.11; number 44, C, carries -0.84; number 45, H, carries 0.64; number 46, C, carries -0.31; number 47, H, carries 0.46; number 48, C, carries -0.65; number 49, C, carries -0.71; number 50, H, carries 0.45; number 51, H, carries 0.42; number 52, H, carries 0.38; number 53, Si, carries 0.29; number 54, Cl, carries 0.04; number 55, C, carries -1.00; number 56, C, carries -0.79; number 57, C, carries -1.14; number 58, H, carries 0.28; number 59, H, carries 0.37; number 60, H, carries 0.33; number 61, H, carries 0.30; number 62, H, carries 0.42; number 63, H, carries 0.29; number 64, H, carries 0.17; number 65, H, carries 0.50; number 66, H, carries 0.48; number 67, Br, carries -0.15; number 68, C, carries -0.38; number 69, C, carries -0.44; number 70, C, carries -0.86; number 71, C, carries -0.48; number 72, N, carries 0.82; number 73, C, carries -0.14; number 74, H, carries 0.47; number 75, H, carries 0.47; number 76, H, carries 0.32; number 77, H, carries 0.34